1.
Here is a structure of composition CH5NO2S from OMol25. Energies are from ωB97M-V with the def2-TZVPD basis set.

Positions of all 10 atoms, in Å:
C -0.163 -1.376 -0.089
N 0.247 1.725 0.769
O -1.512 0.648 -1.402
O -2.415 -0.033 0.828
S -1.303 0.152 -0.034
H -0.533 -2.067 -0.850
H 0.674 -1.093 -0.546
H -0.073 -1.935 0.794
H -0.540 2.308 1.041
H 0.426 1.985 -0.170

Properties
Frontier orbital gap (spin up / spin down)   8.65 / 8.64 eV
<S²>   2.01
Energy relative to the best compared isomer or geometry (same formula, charge and spin)   1.109 eV
Multiplicity   3

Atom charges from the natural (NBO) analysis, given in e for atoms 1 to 4: C -0.7888; N -0.6224; O -0.8564; O -0.8688



2.
Here is a structure of composition CH5NO3S2 from OMol25. Energies are from ωB97M-V with the def2-TZVPD basis set.

Positions of all 12 atoms, in Å:
C -0.873 -0.663 -0.633
N 1.755 1.386 0.058
O 0.415 -0.561 1.859
O -1.015 1.321 1.279
O 2.665 0.448 0.382
S 1.652 2.602 1.134
S -0.171 0.280 0.840
H -1.531 -1.499 -0.331
H -1.461 0.147 -1.156
H 0.037 -0.920 -1.079
H 2.424 0.039 1.191
H 0.942 3.178 0.150

Properties
Frontier orbital gap (spin up / spin down)   7.79 / 7.79 eV
Energy relative to the best compared isomer or geometry (same formula, charge and spin)   2.718 eV

Atom charges from the natural (NBO) analysis, given in e for atoms 1 to 4: C -0.7973; N -0.3772; O -0.9411; O -0.9115



Which value of energy relative to the best compared isomer or geometry (same formula, charge and spin) does entry 2 give?
2.718 eV



Look up the energy relative to the best compared isomer or geometry (same formula, charge and spin) of the first one.
1.109 eV



Which of these has the lowest energy relative to the best compared isomer or geometry (same formula, charge and spin)?
CH5NO2S